Below is 3 unconnected molecules or ions with the total composition C19H41N2O4P at a distorted geometry, with properties calculated with ωB97M-V with the def2-TZVPD basis set.

Structure (XYZ):
```
67
Properties=species:S:1:pos:R:3:forces:R:3
H 2.0906 -5.7169 4.5627 0.4 1.5 -2.2
C 1.1991 0.4468 -2.3569 -0.2 0.8 -0.5
C -0.7513 4.0223 3.8700 0.7 0.3 -0.6
H 3.5704 -2.5096 2.8475 -0.8 -0.7 -2.4
H 0.1706 2.1342 -0.7848 -2.1 -1.5 0.2
H 1.3376 1.5543 -2.7790 -0.3 -2.3 0.9
H -1.7363 1.9252 -0.9218 2.0 -1.1 0.1
C 1.7529 -0.5578 -3.5262 -1.0 0.7 -0.6
C -5.2422 0.2766 -4.7793 -0.2 0.0 0.4
H -1.3608 2.8311 5.5402 -0.2 0.0 0.0
C -1.5334 2.8834 4.4621 0.0 -0.3 0.0
C -2.9459 1.9030 -5.7393 0.2 0.1 -0.2
H -1.0389 0.6259 -2.9602 1.4 -0.9 2.0
C 3.9294 -2.1503 -0.8667 0.9 0.2 0.6
P 2.0410 -2.4663 -1.2281 0.9 -1.8 -0.4
C 3.2768 -4.3946 1.5858 -0.5 -3.8 -4.5
H -2.5229 0.8950 -5.7353 -0.1 0.0 -0.2
H 2.0859 -2.4267 1.6884 2.3 -0.7 -0.2
H 1.0032 -2.7607 -3.6245 1.8 1.4 1.6
H 0.7460 -6.2575 2.0840 0.1 2.0 1.5
H -1.4567 6.2183 6.0952 -0.3 0.0 0.2
H -2.6841 6.3970 4.8171 -0.2 0.0 0.3
H 1.2649 -1.5557 -0.4205 0.8 0.4 -0.9
N -4.6685 1.3892 -4.0600 0.4 0.4 -0.1
H -2.5475 4.8606 5.7122 0.2 0.1 -0.1
O 0.1134 3.8458 3.0150 -0.5 0.3 0.6
H -1.8019 0.8246 1.2342 2.3 -0.3 -1.0
H -3.6601 2.0142 -6.5594 0.1 -0.2 0.0
H 2.8773 -2.5390 -3.6029 -2.1 0.7 1.3
H 4.3168 -1.2015 -1.4318 -0.5 -1.8 1.0
O -3.2599 3.0952 -3.6869 -0.1 -0.5 -0.4
H -1.2029 1.9420 4.0132 0.0 0.3 0.0
C -0.4002 0.2886 -2.0100 0.0 1.1 0.0
C -0.7584 0.6104 0.7104 0.5 0.2 0.0
C -1.9910 5.7006 5.2951 0.2 0.4 -0.1
C 1.8732 -2.1341 -3.0998 0.6 0.8 -1.6
H -0.4555 5.9961 3.8617 -0.1 -0.2 0.1
H 0.5876 2.2841 1.6196 -0.1 -2.5 0.3
H -0.7123 -0.7987 -1.7104 0.7 2.0 -0.6
H 5.3666 -2.1685 0.9763 -2.6 0.3 -0.4
H 0.2373 -4.3949 2.2460 1.1 -2.1 1.1
H -6.2960 0.4998 -4.9627 0.0 -0.3 -0.2
H 1.9603 -3.9095 4.0450 0.4 -1.9 -0.9
H -2.1322 2.6186 -5.8903 -0.3 -0.1 0.2
C 0.6640 -5.3438 2.8238 -0.6 0.1 0.0
O 3.2745 -5.0832 0.4330 0.4 4.7 7.5
H -4.7384 0.0899 -5.7283 0.0 0.1 0.2
C 2.0595 -4.9970 3.6187 -1.6 -0.3 1.1
H 1.5213 0.6260 1.3004 -2.0 0.9 0.7
H -5.1682 -0.6102 -4.1455 -0.1 -0.2 -0.3
C 4.2202 -1.9340 0.7405 0.0 0.8 -0.5
H 0.2391 0.7554 2.7615 1.0 0.9 -2.2
H 2.7396 -0.0944 -3.9810 -1.8 -1.2 1.1
N -1.0233 5.2849 4.3077 0.2 -0.6 -0.2
H 1.8199 0.4190 -1.3490 -1.2 -0.2 -2.2
H -2.5984 3.0111 4.2515 0.0 0.0 0.2
H -5.0699 1.6410 -3.1642 0.1 -0.1 -0.2
H 4.0922 -0.7647 0.9409 0.1 -2.6 -0.1
O 3.2859 -5.2095 2.8320 -1.5 2.3 -1.9
H -0.6789 -0.5555 0.5833 -0.2 2.2 0.2
H 4.5613 -3.1132 -1.1803 -1.7 2.1 0.4
C -3.6219 2.1830 -4.4263 0.0 0.6 0.9
C 3.2146 -2.7612 1.7362 0.7 -0.3 1.3
H -0.1743 -5.6371 3.6079 1.8 0.7 -1.5
C -0.7278 1.3485 -0.7653 0.5 -0.3 0.0
C 0.5164 1.1169 1.6668 -1.2 -0.4 -0.3
H 0.9506 -0.5126 -4.4092 1.7 0.1 1.8
```
Forces are in eV/Å.

Net charge: 0
SMILES: CCCCCCCPCCCC(=O)OCC.CNC(C)=O.CNC(C)=O
Orbital gap: 8.43 eV
Max |F|: 8.9 eV/A
Energy: -40820.1966 eV
Spin multiplicity: 1

=====

Below is 14 unconnected molecules or ions with the total composition C5H38N2O14 at a distorted geometry, with properties calculated with ωB97M-V with the def2-TZVPD basis set.

Structure (XYZ):
```
59
Properties=species:S:1:pos:R:3:forces:R:3
H 1.9579 1.1324 0.9311 -0.2 -0.1 -0.1
H -2.7410 3.3603 -0.5662 -0.1 -0.1 -0.1
H 0.9947 2.9664 -1.8615 0.1 0.1 0.1
H 4.4023 3.2654 -0.5729 -0.5 -0.3 -0.7
H -2.3903 -1.1768 -3.0007 -0.3 0.1 0.6
C -1.2350 -0.1707 -1.5376 1.3 0.8 -0.2
H 3.2207 0.9585 1.6766 0.1 -0.1 0.3
H -2.6912 -1.6337 4.8528 -0.1 0.0 0.1
O 0.1696 3.4426 -1.7109 1.3 1.3 0.0
H 4.6085 2.9225 0.7854 0.2 -0.7 0.5
H -3.3673 -1.4817 -0.1562 -0.6 0.6 -0.4
H 3.6361 -2.6529 -3.1518 0.2 0.0 -0.3
N -3.1160 2.5456 -0.0842 0.1 0.7 -0.5
O -0.0124 0.6763 3.1560 -0.1 -0.1 0.1
O 4.0087 -2.6466 -2.2716 -0.5 0.6 0.4
O 2.2818 1.0864 1.8384 0.3 0.2 -0.4
H -2.4067 1.4726 -2.0207 -0.5 -0.2 0.1
C -2.0376 1.5657 0.0157 -0.3 1.0 -0.2
C -3.6174 -1.1370 -1.1872 0.3 -0.3 1.1
H 3.7305 0.6733 -0.8693 1.1 -0.4 0.4
H -2.9748 0.5117 3.5259 0.1 0.1 0.0
O -3.5233 0.8290 4.2496 0.1 -0.2 0.2
H -2.5230 -2.3359 2.0681 -0.4 0.0 0.3
H 4.0089 2.4530 -3.9553 -0.1 -1.3 0.1
O -1.9874 -1.5503 1.9559 1.0 0.1 -0.8
O 3.0221 4.0011 -1.6160 -0.6 -0.2 1.6
H 3.3094 -3.5291 -0.7489 0.3 -0.7 0.2
H -4.3331 1.1647 3.8617 -0.1 0.0 -0.1
H 3.5376 3.9223 -2.4082 0.2 0.3 -1.0
C -2.2788 -1.2288 -1.8885 0.7 0.2 -1.8
N -1.6853 1.2178 -1.3655 0.0 -1.0 0.6
H 0.7967 -2.8838 1.2342 0.4 -0.3 0.0
H 2.4159 4.7372 -1.5510 0.0 0.3 -0.5
H -0.4890 -0.1100 -2.3357 -0.2 -0.4 -0.3
O -2.1200 -2.2635 4.3999 -0.2 -0.2 0.8
H -2.5430 -0.7882 1.8085 -0.3 -0.1 -0.1
H 4.8123 2.0504 -2.5254 -0.4 -1.1 -0.3
H 0.2794 -2.1998 2.4048 -0.1 0.0 0.3
H 0.8516 1.0322 2.8875 -0.1 0.1 0.0
O 4.5383 2.6626 -3.1957 0.9 2.3 -0.2
H -1.8116 -2.2114 -1.7526 -0.3 0.0 0.3
H -3.4661 2.9398 0.7802 0.2 -0.5 0.3
H -1.1044 1.9782 0.4133 -0.2 -0.2 0.6
O 1.0270 -2.7579 2.1632 -0.4 0.3 -0.4
H 4.9538 -2.7461 -2.3234 0.5 -0.1 -0.3
H -2.4228 0.7657 0.6653 0.4 -0.2 -0.5
H -1.3160 -1.7628 4.2528 0.1 0.0 -0.1
H -5.2300 -2.0243 -2.5282 0.1 0.2 -0.2
O 4.5949 2.4606 -0.0626 0.4 0.7 0.3
H -0.5623 -0.4340 -0.7019 -0.8 0.1 0.2
H 0.2217 -0.2427 3.3150 -0.1 0.0 0.0
O 3.0096 0.0625 -0.9535 -2.3 0.7 -0.4
H -0.5046 2.7950 -1.7949 -1.2 -1.4 0.0
H 3.1036 -0.8827 -0.9060 1.2 -0.1 0.0
C -4.5374 -2.2123 -1.6934 0.1 -0.3 0.8
O 3.1903 -4.4562 -0.4644 -0.5 0.6 -0.1
H -4.0743 -0.1299 -1.1926 0.3 -0.4 -0.1
H 2.3643 -4.6561 -0.9206 0.1 -0.4 0.2
O -4.5206 -3.2928 -1.1536 -0.3 -0.1 -0.4
```
Forces are in eV/Å.

Net charge: 0
Relative energy (zero: lowest compared OMol25 entry of this formula, charge and spin): 573.3 kJ/mol
Orbital gap: 9.26 eV
Max |F|: 2.4 eV/A
Energy: -37445.4225 eV
Spin multiplicity: 1

=====

Below is a molecular structure, C5H8AgMgO4 at a distorted geometry, with properties calculated with ωB97M-V with the def2-TZVPD basis set.

Structure (XYZ):
```
19
Properties=species:S:1:pos:R:3:forces:R:3
H 0.9879 1.4877 3.0891 0.2 0.3 -0.1
H 1.5281 7.2107 -0.5328 0.1 -0.2 -0.2
Mg 2.3209 6.6379 -4.1130 -0.2 -0.2 0.0
C 1.6714 6.2738 -1.0937 -0.5 -0.7 0.4
H 1.2303 5.4550 -0.4779 0.3 0.3 -0.3
C 0.8884 3.2672 1.8474 -0.4 1.1 -0.1
H 1.4828 4.2414 1.7257 -0.3 -0.7 0.3
H 3.7878 6.0307 -0.4149 -0.1 -0.4 -0.2
H -0.0853 3.5981 2.2827 0.3 0.0 0.1
C 1.5893 2.3879 2.8821 0.2 -0.2 0.0
O 3.6165 6.0676 -2.4329 -0.3 -0.4 0.7
H 2.5722 2.0659 2.5011 -0.3 0.0 0.1
C 3.1341 6.0401 -1.3043 0.4 1.0 -0.4
O 0.7649 5.1325 -4.1141 0.0 0.0 0.7
O 0.7062 2.6388 0.6428 -0.6 0.0 -1.4
H 1.7509 2.9208 3.8321 -0.1 -0.1 -0.2
C 0.5364 5.1150 -2.9056 -0.6 -0.8 -0.5
O 1.0544 6.3546 -2.3582 0.2 0.5 0.3
Ag -0.6242 3.3138 -1.2535 1.6 0.4 0.8
```
Forces are in eV/Å.

Net charge: 0
Orbital gap (spin up / spin down): 5.90 / 6.57 eV
Max |F|: 1.8 eV/A
Energy: -22944.8668 eV
Spin multiplicity: 2
⟨S²⟩: 0.7506

=====

Below is C8H11N3 in the gas phase at a distorted geometry, with properties calculated with ωB97M-V with the def2-TZVPD basis set.

Structure (XYZ):
```
22
Properties=species:S:1:pos:R:3:forces:R:3
C 3.2908 0.9825 0.2117 3.2 2.1 -0.7
C -2.7527 1.2488 -0.3926 0.6 2.1 -0.3
C -3.2978 -1.0756 0.3651 0.7 -1.4 1.2
H -3.6429 -0.9081 1.3935 0.7 0.7 0.3
H 0.9583 -1.9750 -0.2875 -1.2 -0.6 -0.6
H -4.1895 -0.9585 -0.1428 -1.9 -0.1 -1.5
H 3.3709 -2.2550 -0.4540 -1.1 0.5 0.1
H 1.4974 2.1729 0.5432 0.9 -1.0 -1.2
C 3.8388 -0.2886 0.0499 -2.6 -0.4 -1.1
H -3.7793 1.3457 -0.8883 1.6 -0.4 0.5
H -2.8304 1.7972 0.6406 0.4 -0.7 -1.8
C 2.8747 -1.2715 -0.2846 2.9 -0.6 0.8
H -1.8512 1.7205 -1.0498 -2.5 -0.7 1.6
N -1.0729 -0.4218 0.0623 -1.4 -0.4 -0.4
N -2.3599 -0.1174 -0.2160 0.0 -1.7 1.1
H 4.8577 -0.6106 0.0790 0.5 0.5 0.0
C 1.9625 1.2083 0.1495 -3.3 0.9 1.2
C 1.0196 0.1795 -0.0544 1.7 0.9 0.6
N -0.3169 0.5470 -0.0083 0.1 0.7 -0.3
H 3.9231 1.9482 0.1587 -0.7 -1.8 0.8
H -3.0135 -2.1884 0.4065 0.2 1.9 -0.7
C 1.5130 -1.0800 -0.2818 0.9 -0.4 0.1
```
Forces are in eV/Å.

Net charge: 0
SMILES: CN(C)/N=N/c1ccccc1
Relative energy (zero: lowest compared OMol25 entry of this formula, charge and spin): 241.1 kJ/mol
Orbital gap: 8.75 eV
Max |F|: 3.9 eV/A
Energy: -12941.5759 eV
Spin multiplicity: 1